Below is a cluster of 10 separate species, C44H91O17P2 in total, with properties calculated with the ωB97M-V functional and the def2-TZVPD basis.

XYZ file:
```
154
Properties=species:S:1:pos:R:3:lowdin_charge:R:1
H -0.10959 1.89815 1.12708 0.074
H -1.43632 0.34544 0.03515 0.085
C -4.88924 -0.03631 0.00340 -0.290
C 5.77362 1.02645 -0.15744 -0.021
H 2.22379 2.29694 -1.61913 0.005
C -10.35240 -2.87563 1.09855 -0.017
H 5.07151 -1.49204 -1.23959 0.085
O 1.14507 -3.58652 -0.55796 0.063
H -2.44016 -2.88280 -8.27331 0.080
H 0.92077 -1.09711 -5.46136 0.086
H -7.40808 -4.82766 1.11267 0.077
C -2.36264 -0.12848 -8.99644 -0.027
C -1.47057 -2.39558 -8.15297 -0.021
H -5.21457 -1.84211 1.05583 0.076
C 2.18434 -2.89563 -3.94116 -0.480
H 0.50852 -6.60068 -0.47945 0.088
H 5.25464 1.67292 -0.86968 0.086
H -0.49532 0.36208 3.32614 0.075
C -0.02165 -6.55323 5.43715 -0.023
C -10.75530 -0.74381 2.48804 -0.024
P 2.14353 1.34125 -2.70226 0.529
C 0.20426 -5.60244 4.28656 -0.499
H -0.06581 -5.99926 6.37583 0.085
O -0.59081 -5.50599 3.38120 0.056
C 9.76355 6.25729 6.36976 -0.020
C 0.91581 -0.73904 -4.43197 -0.239
H -0.69678 2.69730 -6.39412 0.078
O -4.80289 0.76616 1.20070 -0.209
C -0.30155 4.41173 -5.15668 -0.506
H 6.50164 -1.62619 -2.28752 0.077
O 2.21134 -0.03636 -1.62132 -0.322
C -1.41442 0.81171 -0.94748 -0.133
H 3.53383 1.84107 2.19722 0.103
C -7.41530 -5.37499 2.05180 -0.022
H -3.95810 2.15795 -1.18833 0.081
H -1.16913 -4.47919 1.24648 0.063
H 1.03508 3.62544 2.37036 0.113
O 3.41580 3.68552 1.21651 -0.062
H 1.03041 2.82148 0.17442 0.102
H -0.45602 -0.66163 1.87732 0.055
C -0.91164 5.52356 -5.99099 -0.037
H -9.54668 -3.52596 0.76911 0.063
C -1.00544 -0.42264 2.78270 -0.051
H -6.51179 -5.98383 2.11367 0.086
H -3.91182 -0.31833 -0.37426 0.093
C 2.09996 0.22333 -4.26140 -0.269
C 6.55274 4.19644 2.97408 -0.466
H 6.29438 5.29494 4.79066 0.071
H -11.05701 -3.46107 1.69130 0.088
H -0.96092 -7.08151 5.29174 0.080
H 4.26502 3.36188 0.91788 0.047
H -2.43067 0.91503 -8.69749 0.076
O 5.88107 3.33812 2.45403 0.065
H 9.15647 5.35835 6.44774 0.079
H -7.42440 -4.65829 2.87456 0.088
H 2.34110 -5.42989 4.32104 0.088
H -0.25859 -0.34975 -2.19124 0.103
H -2.14640 0.28134 -1.55779 0.109
H 8.37047 3.33280 2.25822 0.080
H 6.43468 1.62930 0.46344 0.062
H -0.31805 2.32982 -4.69657 0.060
H -0.05583 -0.27943 -4.28945 0.088
H 3.59694 1.32151 -2.80393 -0.029
H -3.36906 -0.52108 -9.15186 0.079
H -1.98032 5.60438 -5.78333 0.075
H -0.87424 -2.55549 -9.05269 0.083
H 2.04084 2.50388 -3.56613 -0.025
H -9.73280 -7.67984 3.26807 0.079
H 10.77396 5.97896 6.06638 0.086
C 3.01391 2.79149 2.24535 -0.298
H 2.99338 -0.40201 -4.21904 0.058
H 0.99923 -1.77599 -2.51581 0.069
H -5.89419 -1.80799 -0.60075 0.079
H 5.29287 -0.35213 -2.57514 0.070
H -6.66783 -0.90898 0.75858 0.057
H 6.18233 6.27523 3.31856 0.080
H 2.22968 -3.40305 -2.09451 0.047
O 2.58749 -3.10168 -5.09248 0.054
C -2.41515 -0.01710 2.39403 -0.268
C 1.03310 -5.86013 0.12623 -0.005
C -0.99723 -4.28740 0.18635 -0.004
H -7.97370 -7.77929 3.47152 0.083
H 1.20952 2.00423 3.07042 0.096
H 0.84971 -1.01104 -0.37610 0.113
C -8.81797 -7.09831 3.35536 -0.026
H -3.09214 -0.16596 3.22830 0.120
O -9.44131 -6.29139 1.21071 0.059
H 2.08870 -5.86871 -0.13740 0.087
H -1.60378 -4.96752 -0.41430 0.089
H -0.76717 5.31751 -7.05325 0.075
C 0.94950 2.05503 0.93748 -0.202
H -1.80320 -0.19565 -9.93097 0.081
C -1.65938 -0.91536 -7.91162 -0.501
C -3.27359 2.52455 -0.42907 -0.191
H 1.58776 0.09696 1.41267 0.101
H 0.92129 -6.11478 1.18139 0.068
H 9.91367 9.07620 6.03084 0.084
H -1.15143 2.91601 -0.40250 0.102
H -1.91179 2.99019 -5.12639 0.082
C 5.81189 -0.93074 -1.81095 -0.019
H 0.13776 -2.59630 -3.78680 0.129
H -3.41459 3.59631 -0.36725 0.089
C -1.83193 2.26652 -0.93916 -0.203
H -5.41106 0.56453 -0.73687 0.111
H -11.27972 -0.24554 1.67140 0.084
O -8.59634 -1.67922 2.15514 0.064
H 9.33129 9.06906 4.35502 0.082
C 1.46686 -4.77690 4.31648 -0.015
C 8.05972 4.18952 2.85312 -0.017
C 0.46224 -4.48658 -0.12803 -0.463
H 5.03828 0.53272 0.47992 0.082
H 4.84984 5.19476 3.76514 0.079
O 0.57742 4.62118 -4.36417 0.077
H 8.39841 5.10543 2.36720 0.084
H -1.05962 -1.34420 3.35497 0.074
H 8.51191 4.12202 3.84374 0.073
O -1.26566 -0.38897 -6.90328 0.085
C -5.74158 -1.24851 0.31492 -0.064
H 10.88413 8.30923 4.75296 0.085
H -8.88672 -6.45679 4.23516 0.084
O 8.14457 6.90001 4.75439 0.060
O -4.25742 3.07032 2.01510 -0.285
H -10.21352 -0.00032 3.06768 0.082
O -2.41896 1.36365 1.99630 -0.202
H 2.19295 0.80925 -5.17162 0.064
P -3.70536 1.95183 1.23764 0.504
C -0.03716 0.53775 -1.57847 -0.379
H -0.42932 6.46692 -5.74323 0.073
H -1.28208 -3.26166 -0.04247 0.079
H -1.81004 2.60639 -1.96987 0.109
H 3.32668 3.24938 3.19034 0.094
H 2.67229 0.96800 0.35498 0.080
C -9.78160 -1.75742 1.93531 -0.498
O 2.76600 -3.53770 -2.88681 0.082
C 1.03235 -1.99914 -3.57342 -0.132
C 9.15490 7.18937 5.34907 -0.487
H 1.50616 -4.13820 3.43674 0.082
C 9.86937 8.49731 5.10702 -0.021
C -0.84433 3.01600 -5.35998 -0.018
C 1.11094 -0.00827 -0.71180 -0.314
H -2.69770 -0.63602 1.54822 0.093
C 6.57841 -0.00649 -0.90297 -0.498
O 7.78378 -0.08704 -0.77458 0.037
C -8.63826 -6.25706 2.11376 -0.506
C 1.63040 0.76309 0.54301 -0.138
C 5.93196 5.31736 3.76710 -0.022
H 0.79163 -7.27865 5.48709 0.085
O 0.37272 1.44888 -2.54623 -0.297
H -0.95294 -2.83440 -7.30315 0.082
H 9.80354 6.74495 7.34492 0.084
H -10.86057 -2.46983 0.22244 0.087
H 1.48323 -4.15078 5.20966 0.088
H -11.48370 -1.23825 3.13278 0.082
C 1.51347 2.65755 2.25242 -0.169
```

Computed properties:
frontier orbital gap: 5.38 eV
charge: -1
E_LUMO: 1.662 eV

=====

Below is a cluster of 2 separate species, C6H11NO4S2 in total, with properties calculated with the ωB97M-V functional and the def2-TZVPD basis.

XYZ file:
```
24
Properties=species:S:1:pos:R:3:nbo_charge:R:1
C 0.87256 -2.75484 2.06970 -0.262
S -1.52425 1.39408 2.21840 0.042
C -1.50476 1.03960 0.47896 -0.194
H -2.88430 2.54266 -0.02399 0.209
O 1.57947 -0.28216 1.19459 -0.519
C -0.62487 -0.01358 0.07504 -0.014
H -1.83862 2.14539 -4.78641 0.139
H -0.74277 1.14545 -3.57649 0.166
O -0.05074 -1.76361 1.61199 -0.511
O 0.63185 -1.45816 -0.63075 -0.395
S -0.78000 2.39418 -4.03183 -0.310
C 0.44673 -0.87695 0.71183 0.746
H 1.28560 -3.30385 1.22157 0.188
N -0.39845 -0.57391 -1.08154 0.426
C -2.24358 1.75577 -0.37649 -0.381
H -2.20997 1.56856 -1.43342 0.226
H 1.62369 1.31799 -0.14074 0.184
C 2.28531 0.57603 0.31113 -0.261
H 0.28334 -3.41430 2.69900 0.202
H 1.67190 -2.28897 2.64171 0.193
H 3.02346 1.07304 0.93089 0.204
O -0.77930 -0.51101 -2.22208 -0.413
H -0.89941 0.28930 2.61399 0.141
H 2.77713 -0.00070 -0.47505 0.193
```

Computed properties:
frontier orbital gap (alpha / beta): 8.67 / 8.67 eV
E_LUMO (alpha / beta): 0.072 / 0.072 eV
SMILES: C=C(S)C1=[N+]([O-])OC1(OC)OC.S

=====

Below is a cluster of 2 separate species, C7H14O in total, with properties calculated with the ωB97M-V functional and the def2-TZVPD basis.

XYZ file:
```
22
Properties=species:S:1:pos:R:3:nbo_charge:R:1
C 0.04035 0.57907 -0.22582 -0.064
H -2.46006 -0.64802 -1.13654 0.199
C 0.02701 -0.10633 2.23194 -0.631
H 2.64840 0.38569 -0.83159 0.217
H 0.51305 0.22119 3.10628 0.209
C -2.47522 0.22676 -0.58091 -0.422
H -1.56062 2.06814 0.10301 0.213
H 0.39296 -1.16890 2.13857 0.248
C 0.59428 0.44822 -1.48316 -0.183
H 2.35916 0.95790 -2.53256 0.230
H -3.50703 0.55110 -0.49895 0.200
H -0.07950 0.41276 -2.37301 0.211
H -0.43129 -2.14482 -0.41659 0.470
O -0.85143 -2.35995 0.53880 -0.942
C -1.42879 1.02333 -0.23598 -0.180
H -0.96340 0.10549 2.20387 0.208
H 2.36938 -0.68270 -2.15307 0.218
H -1.32686 -1.49562 0.68250 0.474
C 2.02555 0.30209 -1.66014 -0.662
H 1.51344 1.25666 1.37251 0.207
H 1.74823 -0.27099 0.77128 0.222
C 0.85239 0.33893 0.97954 -0.443
```

Computed properties:
frontier orbital gap: 9.50 eV
E_LUMO: 0.883 eV
SMILES: C=C/C(=C/C)CC.O

=====

In order of appearance, electronic energy = -100490.60991; -37745.80823; -9530.33969 eV.
In order of appearance, energy above the lowest of the compared OMol25 structures with the same formula, charge and spin = 0.0; 93.7; 79.0 kcal per mole.
In order of appearance, max |F| = 2.7; 0.9; 6.3 eV/A.